No. 1
Molecular formula: C33H29CoO5P
Method: DFT, ωB97M-V/def2-TZVPD

Last column: Löwdin charge in e.
Positions of all 69 atoms, in Å:
Co -0.45 1.50 -0.72  0.56
C 0.60 3.43 -1.58  -0.28
C 1.55 2.54 -2.07  -0.24
C 2.19 1.90 -0.94  -0.23
C 1.64 2.43 0.22  -0.25
C 0.60 3.33 -0.16  -0.32
C -0.09 4.29 0.77  -0.05
C 1.99 2.12 1.64  -0.03
C 3.20 0.80 -1.08  -0.05
C 1.91 2.26 -3.50  -0.07
C -0.28 4.38 -2.33  -0.05
H -1.05 4.61 0.36  0.07
H 0.50 5.20 0.97  0.07
H -0.29 3.82 1.73  0.07
H 1.13 1.70 2.17  0.07
H 2.29 3.02 2.18  0.07
H 2.81 1.40 1.71  0.06
H 2.79 -0.06 -1.62  0.07
H 3.53 0.45 -0.10  0.05
H 4.09 1.13 -1.63  0.07
H 1.90 1.19 -3.72  0.06
H 2.92 2.63 -3.73  0.07
H 1.22 2.74 -4.19  0.06
H -1.32 4.30 -2.00  0.07
H -0.27 4.19 -3.41  0.06
H 0.04 5.42 -2.19  0.07
O -5.38 1.75 2.84  0.06
C -4.42 1.68 2.11  -0.29
C -3.06 1.11 2.45  -0.32
O -2.74 0.59 3.51  0.02
C -2.24 1.32 1.27  -0.31
C -2.98 1.93 0.22  -0.30
O -2.46 2.21 -0.90  -0.02
C -4.37 2.16 0.66  -0.31
O -5.30 2.64 0.04  0.04
O -1.01 1.02 1.13  -0.13
C -1.72 -6.27 1.11  -0.13
C -0.56 -5.70 1.61  -0.11
C -0.31 -4.34 1.45  -0.09
C -1.22 -3.52 0.79  -0.36
C -2.39 -4.10 0.30  -0.11
C -2.64 -5.46 0.45  -0.11
P -1.04 -1.68 0.59  1.15
C 0.50 -1.43 1.56  -0.37
C 1.78 -1.66 1.05  -0.10
C 2.90 -1.55 1.86  -0.12
C 2.77 -1.18 3.19  -0.12
C 1.50 -0.90 3.70  -0.09
C 0.38 -1.02 2.89  -0.09
C -0.47 -1.53 -1.15  -0.39
C -0.16 -2.63 -1.96  -0.12
C 0.08 -2.48 -3.32  -0.13
C -0.04 -1.20 -3.88  -0.12
C -0.32 -0.12 -3.05  -0.13
C -0.50 -0.22 -1.67  -0.16
H -1.91 -7.33 1.23  0.08
H 0.17 -6.32 2.13  0.09
H 0.60 -3.92 1.84  0.09
H -3.12 -3.48 -0.20  0.10
H -3.55 -5.89 0.05  0.09
H 1.88 -1.94 0.00  0.10
H 3.89 -1.73 1.44  0.09
H 3.64 -1.08 3.82  0.09
H 1.39 -0.57 4.72  0.10
H -0.60 -0.74 3.27  0.09
H -0.11 -3.63 -1.53  0.09
H 0.32 -3.33 -3.94  0.08
H 0.10 -1.05 -4.94  0.08
H -0.41 0.87 -3.51  0.09

Computed properties:
Charge: -2
Energy relative to the best compared isomer or geometry (same formula, charge and spin), kJ/mol: 0.0
2S+1: 2
Maximum force, eV Å⁻¹: 1.6
LUMO energy (alpha / beta), eV: 4.52 / 4.52
Total energy, eV: -91845.4738
Kohn-Sham gap (alpha / beta), eV: 5.59 / 5.54


No. 2
Molecular formula: C11H7N2O6Tb
Method: DFT, ωB97M-V/def2-TZVPD

Last column: Löwdin charge in e.
Positions of all 27 atoms, in Å:
O -2.64 -5.58 0.66  0.02
C -1.66 -4.98 0.60  -0.03
Tb -0.11 -0.26 -0.06  1.38
C 1.97 1.36 -0.42  -0.24
O 2.83 2.18 -0.37  0.23
C 2.54 -0.18 0.09  -0.17
O 3.58 -0.69 0.17  0.31
C 0.69 0.29 -2.34  -0.06
O 1.01 0.47 -3.40  0.25
C 0.83 0.48 2.07  -0.03
O 1.34 0.90 3.02  0.23
H -0.77 -2.47 -0.06  -0.14
N -6.60 3.91 -0.43  0.18
C -5.44 4.27 0.21  -0.46
O -5.35 5.35 0.79  0.10
C -4.27 3.32 0.11  -0.07
C -4.27 2.15 -0.68  0.03
C -3.15 1.30 -0.67  -0.11
N -2.03 1.50 0.09  -0.11
C -2.01 2.69 0.77  -0.10
C -3.09 3.58 0.82  0.05
H -7.41 4.48 -0.27  0.12
H -6.79 2.93 -0.70  0.12
H -5.13 1.88 -1.30  0.13
H -3.16 0.40 -1.29  0.11
H -1.09 2.93 1.32  0.11
H -3.01 4.49 1.44  0.15

Computed properties:
Charge: +2
Energy relative to the best compared isomer or geometry (same formula, charge and spin), kJ/mol: 81.2
2S+1: 7
Maximum force, eV Å⁻¹: 8.8
LUMO energy (alpha / beta), eV: -10.48 / -10.43
Total energy, eV: -49197.9739
Kohn-Sham gap (alpha / beta), eV: 4.94 / 4.99


No. 3
Molecular formula: C4H9NO2
Method: DFT, ωB97M-V/def2-TZVPD

Last column: Löwdin charge in e.
Positions of all 16 atoms, in Å:
O -0.84 2.21 -0.17  0.03
C -1.16 1.29 0.60  -0.36
N -0.41 0.25 1.05  0.12
C 0.78 -0.04 0.26  -0.15
C 0.45 -1.34 -0.58  -0.48
C -1.05 -1.47 -1.08  -0.03
O 1.32 -1.32 -1.56  0.06
H -2.09 1.56 1.12  0.12
H 1.70 2.47 1.51  0.02
H 1.48 -0.19 1.09  0.13
H 1.20 0.71 -0.42  0.12
H 0.50 -2.19 0.12  0.16
H -1.46 -0.53 -1.45  0.07
H -1.68 -1.84 -0.25  0.08
H -1.15 -2.24 -1.85  0.08
H 2.41 2.65 1.60  0.04

Computed properties:
Charge: 0
Energy relative to the best compared isomer or geometry (same formula, charge and spin), kJ/mol: 752.2
Maximum force, eV Å⁻¹: 6.4
LUMO energy, eV: -3.97
Total energy, eV: -9872.2647
Kohn-Sham gap, eV: 6.07


No. 4
Molecular formula: C5H12Cl
Method: DFT, ωB97M-V/def2-TZVPD

Last column: Löwdin charge in e.
Positions of all 18 atoms, in Å:
Cl 1.76 0.16 -2.44  0.28
H 0.85 -0.14 -1.39  -0.20
C -0.09 0.24 -0.44  -0.49
C 0.68 1.37 0.25  -0.10
C -1.33 0.68 -1.14  -0.10
C -0.45 -0.92 0.48  -0.24
C 0.59 -1.49 1.44  -0.10
H 0.04 2.02 0.87  0.09
H 1.50 0.95 0.85  0.07
H 1.13 2.00 -0.53  0.06
H -2.00 1.17 -0.43  0.09
H -1.14 1.40 -1.94  0.09
H -1.88 -0.17 -1.58  0.09
H -1.33 -0.60 1.10  0.13
H -0.83 -1.72 -0.16  0.11
H 0.08 -2.21 2.07  0.07
H 1.39 -2.02 0.92  0.08
H 1.03 -0.71 2.06  0.06

Computed properties:
Charge: 0
Energy relative to the best compared isomer or geometry (same formula, charge and spin), kJ/mol: 14.2
2S+1: 2
Maximum force, eV Å⁻¹: 2.8
LUMO energy (alpha / beta), eV: 0.96 / -1.59
Total energy, eV: -17900.4480
Kohn-Sham gap (alpha / beta), eV: 9.79 / 9.18